1.
{
  "formula": "C15H18O",
  "method": "wB97M-V/def2-TZVPD",
  "species": ["C", "C", "C", "C", "C", "C", "C", "H", "H", "H", "H", "H", "H", "H", "H", "C", "C", "C", "C", "C", "C", "C", "C", "O", "H", "H", "H", "H", "H", "H", "H", "H", "H", "H"],
  "coordinates": [[-3.712, 2.858, -3.112], [-0.903, 0.207, -1.187], [-1.043, 1.520, -0.772], [-1.828, -0.300, -2.096], [-1.938, 2.354, -1.426], [-2.702, 0.546, -2.771], [-2.798, 1.885, -2.420], [-0.210, -0.537, -0.802], [-0.355, 1.893, -0.024], [-1.827, -1.353, -2.348], [-1.851, 3.426, -1.278], [-3.395, 0.048, -3.445], [-4.612, 3.017, -2.524], [-4.002, 2.480, -4.096], [-3.247, 3.815, -3.340], [-0.040, -0.588, 2.109], [-0.116, -0.681, 3.643], [1.289, -0.989, 1.526], [2.352, -0.112, 1.535], [1.541, -2.316, 1.169], [3.581, -0.465, 0.970], [2.761, -2.707, 0.664], [3.810, -1.785, 0.629], [4.860, -2.188, -0.168], [-0.879, -1.156, 1.696], [-0.191, 0.454, 1.826], [0.863, -0.957, 4.036], [2.222, 0.944, 1.742], [0.717, -3.024, 1.136], [4.432, 0.213, 0.948], [2.900, -3.693, 0.246], [5.582, -1.550, -0.212], [-0.774, -1.474, 4.009], [-0.486, 0.215, 4.137]],
  "relative_energy_kj_mol": 64.24,
  "lumo_energy_ev": 0.8,
  "smiles": "CCc1ccc(O)cc1.Cc1ccccc1",
  "homo_energy_ha": -0.3105,
  "homo_lumo_gap_ev": 9.3,
  "fmax_ha_per_bohr": 0.0424
}

---

2.
{
  "formula": "C15H19AsAuN3OS",
  "method": "wB97M-V/def2-TZVPD",
  "species": ["Au", "O", "C", "N", "C", "C", "C", "C", "C", "C", "N", "C", "C", "C", "C", "C", "N", "H", "H", "H", "H", "H", "H", "H", "H", "H", "H", "C", "As", "C", "C", "S", "H", "H", "H", "H", "H", "H", "H", "H", "H"],
  "coordinates": [[-0.788, 1.174, 1.055], [2.953, 1.263, 2.480], [1.823, 0.978, 2.175], [1.239, 1.347, 0.994], [1.682, 2.478, 0.210], [0.598, 2.878, -0.766], [0.856, 3.735, -1.826], [-0.179, 4.126, -2.655], [-1.464, 3.651, -2.417], [-1.667, 2.799, -1.356], [-0.657, 2.423, -0.555], [0.930, 0.106, 3.036], [1.437, -0.589, 4.113], [0.570, -1.364, 4.871], [-0.774, -1.405, 4.537], [-1.225, -0.671, 3.453], [-0.383, 0.060, 2.723], [2.589, 2.203, -0.340], [1.931, 3.336, 0.845], [1.863, 4.092, -1.984], [0.011, 4.798, -3.479], [-2.299, 3.943, -3.035], [-2.645, 2.412, -1.112], [2.491, -0.499, 4.339], [0.938, -1.919, 5.722], [-1.479, -1.983, 5.113], [-2.268, -0.649, 3.172], [0.296, -1.570, -3.246], [-0.236, -2.569, -1.695], [-2.150, -2.532, -1.542], [0.327, -4.392, -1.908], [0.715, -1.755, 0.064], [-0.154, -2.016, -4.133], [1.383, -1.604, -3.317], [-0.035, -0.538, -3.137], [-2.591, -2.925, -2.458], [-2.475, -1.503, -1.388], [-2.446, -3.148, -0.693], [-0.114, -4.768, -2.833], [-0.019, -4.980, -1.059], [1.415, -4.424, -1.969]],
  "relative_energy_kj_mol": 216.08,
  "lumo_energy_ev": [-9.8, -9.8],
  "homo_energy_ha": [-0.5177, -0.5171],
  "homo_lumo_gap_ev": [4.3, 4.3],
  "fmax_ha_per_bohr": 0.0251,
  "charge": 2
}

---

3.
{
  "formula": "C15H19B2NO10",
  "method": "wB97M-V/def2-TZVPD",
  "species": ["C", "C", "C", "C", "C", "B", "O", "O", "O", "C", "O", "C", "C", "C", "O", "O", "C", "C", "C", "B", "O", "N", "C", "C", "H", "H", "H", "H", "H", "H", "H", "H", "H", "H", "H", "H", "H", "H", "H", "H", "H", "H", "H", "C", "O", "O", "O"],
  "coordinates": [[-0.859, 1.109, 2.455], [-0.628, 1.630, 1.418], [-0.483, 2.294, 0.131], [0.127, 1.417, -0.990], [1.600, 1.731, -1.180], [2.508, 1.431, 0.100], [3.429, 0.422, 0.033], [2.421, 2.086, 1.300], [-0.524, 2.013, -2.184], [-1.745, 1.405, -2.343], [-2.537, 1.828, -3.122], [-1.830, 0.159, -1.402], [-2.809, 0.150, -0.190], [-3.673, 1.373, 0.018], [-4.336, 1.917, -0.810], [-3.710, 1.805, 1.330], [-0.313, -0.041, -1.145], [0.156, -0.430, -2.515], [0.486, -0.756, -3.606], [0.306, -1.189, -0.176], [0.740, -1.006, 1.106], [0.490, -2.532, -0.779], [1.915, -2.737, -1.115], [0.134, -3.563, 0.216], [-0.974, 0.690, 3.431], [-1.459, 2.705, -0.132], [0.170, 3.156, 0.261], [1.699, 2.793, -1.420], [2.035, 1.201, -2.027], [3.739, 0.252, 0.939], [2.280, 3.031, 1.204], [-2.155, -0.684, -2.005], [-3.484, -0.691, -0.344], [-2.295, -0.046, 0.747], [-3.054, 2.498, 1.480], [0.593, -1.291, -4.511], [0.046, -1.006, 1.792], [2.541, -2.889, -0.235], [1.972, -3.571, -1.820], [2.262, -1.857, -1.661], [-0.762, -3.301, 0.778], [-0.031, -4.500, -0.325], [0.925, -3.742, 0.949], [1.285, -0.828, 4.056], [0.165, -1.415, 3.794], [2.409, -1.473, 4.093], [1.317, 0.458, 4.289]],
  "lumo_energy_ev": 4.5,
  "homo_energy_ha": 0.0477,
  "homo_lumo_gap_ev": 3.2,
  "fmax_ha_per_bohr": 0.0471,
  "charge": -2
}

---

4.
{
  "formula": "C15H19BrIN4OP",
  "method": "wB97M-V/def2-TZVPD",
  "species": ["C", "C", "C", "I", "C", "C", "P", "O", "Br", "C", "N", "C", "C", "N", "C", "C", "N", "C", "H", "H", "H", "H", "H", "H", "H", "H", "H", "H", "H", "H", "C", "C", "C", "C", "N", "H", "H", "H", "H", "H", "H", "H"],
  "coordinates": [[2.148, -4.208, 2.563], [1.502, -3.549, 1.317], [0.195, -2.773, 1.669], [0.388, -1.501, 3.415], [-0.307, -2.005, 0.452], [0.398, -0.955, -0.077], [2.014, -0.383, 0.633], [1.714, 1.180, 1.117], [3.533, -0.280, -1.074], [-0.114, -0.241, -1.243], [0.564, 0.882, -1.801], [-1.276, -0.660, -1.796], [-2.024, -1.756, -1.299], [-3.181, -2.081, -1.949], [-3.750, -3.125, -1.400], [-3.277, -3.824, -0.253], [-2.189, -3.483, 0.389], [-1.531, -2.423, -0.167], [2.891, -3.515, 2.980], [1.355, -4.345, 3.312], [2.644, -5.153, 2.319], [2.205, -2.944, 0.735], [1.162, -4.364, 0.652], [-0.519, -3.549, 1.957], [0.794, 1.257, 1.425], [1.274, 0.504, -2.422], [0.996, 1.436, -1.069], [-1.662, -0.109, -2.655], [-4.684, -3.477, -1.851], [-3.842, -4.677, 0.127], [1.484, 4.983, -1.092], [0.082, 5.582, -1.058], [-0.664, 5.278, 0.246], [-0.818, 3.825, 0.419], [-0.931, 2.684, 0.551], [1.456, 3.893, -1.037], [1.988, 5.247, -2.022], [2.090, 5.352, -0.262], [-0.490, 5.200, -1.906], [0.153, 6.664, -1.179], [-1.653, 5.736, 0.231], [-0.119, 5.679, 1.102]],
  "lumo_energy_ev": -0.6,
  "smiles": "CC[C@@H](I)c1c(P(O)Br)c(N)cc2nccnc12.CCCC#N",
  "homo_energy_ha": -0.3001,
  "homo_lumo_gap_ev": 7.6,
  "fmax_ha_per_bohr": 0.0406
}

---

5.
{
  "formula": "C15H19ClScSi",
  "method": "wB97M-V/def2-TZVPD",
  "species": ["C", "C", "C", "H", "C", "C", "H", "H", "H", "H", "Sc", "Cl", "C", "C", "C", "H", "C", "C", "H", "H", "H", "H", "C", "Si", "C", "C", "C", "C", "H", "H", "H", "H", "H", "H", "H", "H", "H"],
  "coordinates": [[0.860, -1.848, -0.028], [0.967, -1.631, -1.440], [-0.371, -1.660, -1.966], [1.888, -1.512, -2.010], [-1.292, -1.864, -0.870], [-0.505, -2.015, 0.308], [-0.887, -2.268, 1.290], [1.705, -1.894, 0.655], [-0.633, -1.606, -3.017], [-2.363, -2.045, -0.961], [-0.048, 0.266, -0.700], [1.675, 1.785, -0.601], [0.067, 2.316, -3.249], [-1.160, 1.722, -3.675], [-0.844, 0.513, -4.363], [-2.149, 2.177, -3.623], [0.575, 0.353, -4.355], [1.140, 1.464, -3.670], [2.204, 1.678, -3.590], [0.179, 3.307, -2.814], [-1.551, -0.121, -4.900], [1.132, -0.421, -4.881], [1.504, -0.743, 5.530], [0.041, 0.320, 4.983], [-1.532, -0.590, 5.603], [-0.080, 1.935, 5.948], [0.004, 0.430, 3.109], [-0.011, 0.358, 1.850], [1.600, -0.855, 6.621], [2.431, -0.307, 5.133], [1.387, -1.750, 5.103], [-1.623, -0.575, 6.699], [-2.451, -0.109, 5.224], [-1.531, -1.654, 5.315], [0.782, 2.590, 5.784], [-0.994, 2.499, 5.702], [-0.114, 1.749, 7.028]],
  "relative_energy_kj_mol": 130.34,
  "lumo_energy_ev": 2.7,
  "homo_energy_ha": -0.1315,
  "homo_lumo_gap_ev": 6.2,
  "fmax_ha_per_bohr": 0.0459,
  "charge": -1
}

---

6.
{
  "formula": "C15H19N3O3S",
  "method": "wB97M-V/def2-TZVPD",
  "species": ["C", "C", "C", "C", "O", "N", "C", "H", "C", "N", "C", "N", "S", "O", "O", "C", "C", "C", "C", "C", "C", "H", "H", "H", "H", "C", "H", "C", "H", "H", "H", "H", "H", "H", "H", "H", "H", "H", "H", "H", "H"],
  "coordinates": [[3.744, 5.245, -0.221], [3.828, 3.784, 0.197], [2.442, 3.166, 0.364], [2.535, 1.716, 0.790], [3.589, 1.149, 1.000], [1.346, 1.068, 0.941], [0.053, 1.627, 0.607], [-0.085, 2.589, 1.111], [-1.061, 0.684, 1.044], [-0.909, -0.609, 0.403], [-2.022, -1.318, 0.158], [-3.159, -0.861, 0.573], [-4.403, -1.890, 0.207], [-4.962, -2.423, 1.412], [-5.299, -1.287, -0.735], [-3.356, -3.091, -0.629], [-3.708, -4.249, -1.275], [-2.711, -4.952, -1.940], [-1.416, -4.459, -1.963], [-1.075, -3.282, -1.308], [-2.058, -2.593, -0.605], [-0.063, -2.926, -1.387], [-0.652, -4.994, -2.506], [-2.947, -5.871, -2.454], [-4.732, -4.587, -1.265], [0.449, -1.109, 0.307], [0.831, -0.975, -0.714], [1.350, -0.341, 1.270], [1.020, -0.497, 2.302], [2.384, -0.687, 1.183], [0.477, -2.169, 0.567], [-2.035, 1.078, 0.751], [-1.065, 0.574, 2.134], [-0.022, 1.796, -0.476], [1.890, 3.229, -0.577], [1.879, 3.721, 1.119], [4.369, 3.695, 1.140], [4.383, 3.214, -0.549], [4.740, 5.665, -0.335], [3.220, 5.345, -1.170], [3.211, 5.829, 0.527]],
  "relative_energy_kj_mol": 203.83,
  "lumo_energy_ev": -0.2,
  "smiles": "CCCC(=O)N1CCN(C2=NS(=O)(=O)c3ccccc32)CC1",
  "homo_energy_ha": -0.3455,
  "homo_lumo_gap_ev": 9.2,
  "fmax_ha_per_bohr": 0.0155
}